{"formula": "C5H7NO", "method": "ωB97M-V with the def2-TZVPD basis set", "lumo_ha": 0.035, "max_force_ha_per_bohr": 0.0292, "homo_lumo_gap_ev": 10.3944, "de_lowest_ev": 2.5680, "e_tot_ha": -324.63010, "charge": 0, "elements": ["H", "C", "N", "C", "H", "H", "C", "H", "H", "C", "H", "H", "O", "C"], "positions_angstrom": [[0.4155, 0.1862, -2.4042], [0.2833, 0.9420, -1.6244], [0.0107, 1.2244, 0.8625], [-1.1073, -0.8354, 0.1672], [1.2509, 1.4403, -1.4739], [-0.2154, -1.6147, 2.1618], [0.7539, -0.0122, 0.8299], [-0.7805, 1.2461, 1.4981], [-0.4146, 1.7038, -1.9793], [-0.1573, 0.3575, -0.3050], [1.8378, 0.0280, 0.8737], [0.2837, -1.9995, 0.3818], [-2.1202, -1.4101, -0.1288], [-0.0402, -1.2563, 1.1406]], "atomic_forces_ev_per_a": [[-0.1, 0.0, 0.1], [-0.2, 0.0, 0.0], [-0.2, -0.1, 0.3], [-0.3, 0.3, -0.2], [-0.3, -0.1, 0.0], [0.0, -0.1, -0.4], [0.3, -0.2, -0.1], [0.0, -0.1, 0.0], [0.0, -0.1, 0.0], [-0.2, 0.1, -0.3], [-0.2, 0.1, -0.2], [0.7, -0.6, 1.2], [0.5, 1.1, -0.3], [0.0, -0.3, 0.0]], "nbo_charge": [0.2181, -0.6171, -0.5650, 0.5961, 0.2280, 0.2289, -0.0770, 0.3576, 0.2232, -0.0061, 0.2110, 0.2416, -0.5138, -0.5257]}

=====

{"formula": "C4H5O2S", "method": "ωB97M-V with the def2-TZVPD basis set", "lumo_ha": 0.150, "max_force_ha_per_bohr": 0.0893, "homo_lumo_gap_ev": 6.8799, "de_lowest_ev": 3.2341, "e_tot_ha": -704.01813, "charge": -1, "elements": ["H", "C", "H", "O", "H", "C", "C", "S", "C", "H", "H", "O"], "positions_angstrom": [[-1.1294, -0.9797, 1.1397], [-0.1721, 1.3298, -0.2808], [1.7089, -0.1899, 0.1250], [1.6329, -0.9852, -2.2242], [0.0186, -0.0852, 2.0383], [0.5249, 0.0849, 0.0037], [-0.5126, -0.0709, 1.1155], [0.4981, -1.3755, -1.4098], [-1.2881, 1.0781, 0.4464], [-0.0024, 2.0599, -1.0214], [-2.0343, 1.7298, 0.6785], [0.7556, -2.5960, -0.6108]], "atomic_forces_ev_per_a": [[0.4, -0.3, -0.2], [-0.7, -0.3, -1.1], [-2.8, 1.5, 0.3], [1.6, 0.7, -0.9], [-0.1, 1.0, 1.2], [3.0, -2.3, -0.5], [-1.6, -2.1, -0.6], [-2.5, 0.0, 0.8], [4.5, -0.6, 0.6], [0.4, 1.0, -0.8], [-2.4, 1.2, 0.6], [0.2, 0.1, 0.4]], "nbo_charge": [0.1918, -0.1757, 0.2207, -1.0497, 0.2024, -0.4896, -0.4421, 1.5020, -0.2695, 0.1780, 0.1819, -1.0500]}

=====

{"formula": "C2H40CdF6NO24S2", "method": "ωB97M-V with the def2-TZVPD basis set", "lumo_ha": -0.310, "max_force_ha_per_bohr": 0.1107, "homo_lumo_gap_ev": 3.9980, "de_lowest_ev": 6.2500, "e_tot_ha": -3523.53911, "charge": 1, "elements": ["O", "H", "H", "H", "H", "H", "O", "H", "H", "O", "O", "H", "Cd", "O", "O", "H", "H", "H", "F", "H", "H", "O", "F", "H", "C", "O", "H", "N", "S", "H", "F", "H", "C", "O", "H", "O", "O", "O", "H", "O", "H", "O", "H", "H", "O", "F", "H", "H", "O", "H", "F", "H", "H", "H", "O", "H", "O", "H", "H", "H", "O", "H", "O", "O", "H", "H", "F", "O", "H", "O", "H", "H", "S", "H", "O", "H"], "positions_angstrom": [[4.3341, 1.4981, 3.4811], [5.1675, 1.7497, 3.8790], [-2.9294, -5.9044, 3.0233], [1.4741, 5.3809, 1.9873], [-0.1661, -4.3063, 6.8276], [-3.7568, 5.7915, -5.2384], [1.3835, 0.7650, -2.2030], [3.3299, 5.2392, -2.0000], [-1.7792, -4.9235, -1.7770], [-0.5826, -0.4749, -1.4690], [-2.8989, 6.1107, -5.5181], [4.2003, -0.3279, -5.7691], [3.4336, 2.4977, 0.7581], [-5.0179, -2.5423, 0.0621], [-2.7400, -5.7545, 2.0971], [-2.5489, -2.7969, -4.3075], [-4.1429, -2.7359, -0.2743], [-0.3112, 4.2509, 4.3183], [-0.1828, -1.8930, 0.9478], [-3.0535, -2.8211, 8.1158], [0.7918, -4.9339, 7.8177], [-0.3782, -2.5523, -6.2574], [-0.7160, -1.2089, 2.8781], [4.4228, -2.4630, 4.9872], [-0.8565, 2.2568, -1.9697], [-3.2318, -3.3514, -3.9301], [-3.5856, -5.8550, 1.6599], [0.7783, 1.2231, 0.1926], [0.2294, 0.7222, -1.3357], [-4.3488, 1.5813, -8.9112], [-1.8225, 1.7907, -2.8383], [0.3296, -2.4412, -5.6226], [0.0488, -0.9547, 1.8441], [-4.2245, 2.2034, -8.1944], [-3.4889, -3.9349, -4.6440], [-2.7569, -2.7981, 7.2060], [-1.7849, 0.6639, 0.6056], [-5.7148, 2.4798, -1.5340], [-3.3711, 1.9766, -7.8251], [3.6241, 4.3910, -1.6680], [5.7057, -1.9382, 5.5961], [5.2699, 0.5687, -0.5066], [-5.2861, -3.3449, 0.5094], [-1.2664, 5.4160, 4.4668], [-1.2326, -5.6356, -1.4448], [-1.4249, 2.9086, -0.9138], [5.1327, -0.2892, -0.9084], [0.1613, 3.3278, -7.4975], [-0.3961, 1.6702, 2.2740], [1.2002, 1.0303, 6.2304], [-0.0376, 3.1508, -2.6074], [-1.0758, -5.4102, -0.5279], [0.9540, 4.4321, -6.8312], [0.4428, -5.4660, 2.8197], [2.1540, 0.9498, 6.2251], [6.2023, 0.7456, -0.6312], [1.2495, -5.9264, 3.0508], [2.3484, 0.3517, 6.9467], [-0.1021, -3.2928, -6.7975], [2.9452, 5.4729, 2.3325], [4.5825, 0.2880, -5.1440], [1.4572, -5.6186, 3.9331], [5.3179, -2.7218, 5.2064], [0.5401, -4.9489, 6.8943], [-5.8082, 1.7470, -2.1427], [4.3942, 4.1805, -2.1960], [1.3910, -0.9632, 2.1133], [0.1857, 4.2776, -7.3807], [-5.3763, 2.0833, -0.7312], [-0.3655, 5.1480, 4.6477], [-2.4503, 5.3333, -5.8508], [3.7854, 1.2343, 4.2197], [-0.4028, 0.7704, 1.1572], [3.8713, 0.4828, -4.5337], [2.3009, 4.9049, 1.9101], [-3.5256, -2.5164, 6.7100]], "atomic_forces_ev_per_a": [[0.0, 0.4, -1.2], [0.3, 0.1, 0.0], [0.0, -0.1, 0.3], [-0.7, -0.1, 0.0], [-0.3, 0.2, 0.0], [-0.3, 0.0, 0.1], [0.2, 0.5, 0.6], [-0.3, 0.4, 0.1], [-0.2, 0.2, -0.3], [1.1, 1.7, 0.9], [0.1, 0.2, 0.1], [0.0, -0.2, -0.2], [-1.7, -0.6, -0.2], [-0.1, 0.2, 0.1], [0.2, 0.2, -0.1], [0.2, 0.2, -0.2], [0.2, 0.0, -0.2], [-0.1, -0.3, -0.1], [0.2, 0.0, -0.2], [-0.1, 0.0, 0.3], [0.1, -0.1, 0.2], [-0.2, 0.2, 0.0], [0.6, 0.3, 0.6], [-0.3, -0.1, -0.1], [-0.8, 0.2, 0.1], [-0.1, 0.0, 0.4], [-0.2, -0.1, -0.2], [-0.2, -0.9, -2.2], [0.3, -0.3, -3.0], [-0.1, -0.1, -0.2], [2.0, 1.0, 1.7], [0.2, 0.0, 0.2], [0.3, 0.4, -1.3], [-0.1, 0.2, 0.1], [-0.1, -0.2, -0.2], [0.3, 0.0, -0.1], [3.7, -0.4, 0.4], [0.0, 0.3, -0.1], [0.2, 0.0, 0.1], [0.2, -0.8, 0.8], [0.2, 0.1, 0.2], [-0.5, 1.0, 0.6], [-0.1, -0.2, 0.1], [-0.3, 0.1, 0.0], [0.1, -0.1, -0.1], [0.6, -0.9, -1.7], [-0.4, -0.4, -0.1], [0.0, -0.3, -0.1], [1.3, -0.1, 0.9], [-0.3, 0.1, -0.1], [-1.1, -1.4, 0.7], [0.0, 0.0, 0.3], [0.2, 0.1, 0.1], [-0.3, 0.0, -0.1], [0.4, 0.1, -0.4], [0.4, 0.1, 0.0], [0.2, 0.0, -0.2], [0.1, -0.2, 0.2], [0.0, -0.2, -0.2], [0.2, 0.2, 0.2], [0.3, 0.1, 0.2], [0.1, 0.0, 0.4], [0.1, -0.1, -0.1], [0.2, 0.0, -0.3], [-0.1, -0.2, -0.2], [0.2, -0.1, -0.3], [-1.1, 0.1, 0.4], [-0.2, 0.1, 0.0], [0.1, -0.1, 0.2], [0.4, 0.2, -0.1], [0.2, -0.2, -0.2], [-0.7, -0.1, 0.4], [-5.0, 0.7, 2.6], [-0.3, 0.0, 0.1], [0.9, -1.0, -0.5], [-0.2, 0.1, -0.2]], "lowdin_charge": [-0.0665, 0.0505, 0.0324, 0.0580, 0.0140, 0.0309, -0.3485, 0.0579, 0.0126, -0.2721, -0.0542, 0.0346, 1.6517, -0.0464, -0.0503, 0.0140, 0.0225, 0.0179, 0.1556, 0.0324, 0.0317, -0.0489, 0.1792, 0.0216, -0.5056, -0.0485, 0.0290, -0.3543, 0.6277, 0.0306, 0.1170, 0.0280, -0.6488, -0.0512, 0.0339, -0.0530, -0.2776, -0.0541, 0.0208, -0.0693, 0.0224, -0.0704, 0.0227, 0.0384, -0.0483, 0.0985, 0.0624, 0.0271, -0.3181, 0.0413, 0.0953, 0.0166, 0.0260, 0.0160, -0.0453, 0.0512, -0.0476, 0.0399, 0.0356, 0.0498, -0.0527, 0.0200, -0.0440, -0.0498, 0.0299, 0.0436, 0.0877, -0.0455, 0.0255, -0.0518, 0.0153, 0.0245, 0.5548, 0.0155, -0.0743, 0.0323]}

=====

{"formula": "C47H42CrN4O2P2S", "method": "ωB97M-V with the def2-TZVPD basis set", "lumo_ha": [-0.118, -0.107], "max_force_ha_per_bohr": 0.0275, "homo_lumo_gap_ev": [7.0678, 7.3762], "multiplicity": 2, "e_tot_ha": -4310.79587, "charge": 1, "elements": ["H", "Cr", "H", "H", "H", "C", "H", "C", "C", "C", "H", "C", "C", "C", "H", "C", "C", "H", "C", "H", "H", "C", "H", "H", "H", "C", "C", "C", "C", "N", "H", "H", "C", "C", "P", "H", "C", "C", "C", "C", "C", "C", "C", "H", "H", "C", "H", "N", "C", "C", "H", "C", "H", "H", "C", "C", "C", "H", "C", "C", "H", "H", "C", "H", "H", "H", "H", "H", "C", "C", "P", "H", "H", "H", "H", "N", "H", "C", "O", "H", "C", "C", "C", "N", "H", "C", "H", "C", "C", "C", "C", "C", "O", "H", "C", "H", "H", "H", "S"], "positions_angstrom": [[0.2435, 2.6375, -1.3514], [0.3484, -0.0142, -0.0204], [-1.5385, -4.8737, -0.3656], [1.6140, 4.6937, -7.4137], [1.1156, -4.2779, 0.2769], [-0.3668, 3.9619, 0.3705], [0.3242, 5.4763, -6.6249], [0.2368, -0.3548, 7.0995], [-0.1676, 3.5407, 1.8253], [-2.1363, -2.9748, -3.5666], [3.2890, 3.5817, 2.2996], [1.2584, -3.2145, 0.4804], [-1.5983, 3.6758, -0.4823], [-2.3457, 1.5859, 0.3642], [0.2163, -0.3579, 8.1813], [4.6080, -0.3233, -0.3315], [2.2927, 3.1858, 2.1526], [-0.7404, 4.5639, -4.6648], [0.9047, 1.1844, 2.0369], [2.4793, 2.5641, -6.6811], [1.0694, 1.6635, 4.5093], [-0.4020, 2.7572, -0.5015], [0.5839, -4.8946, -4.1922], [-0.5587, -2.3431, 6.9192], [2.6080, -1.1311, 1.6709], [-0.0893, -4.2362, -3.6591], [2.8004, 0.2223, -1.5791], [-1.5464, -3.1880, 0.9822], [-3.0050, -3.4395, 2.8986], [1.0538, 4.7878, -6.5856], [2.4794, -3.6364, 2.1782], [-4.4278, 4.1881, -0.3042], [4.8154, 0.3385, -2.5737], [-0.1753, -1.4591, 5.0065], [0.4024, -0.5031, 2.5026], [-1.5323, -4.1731, -5.2409], [0.7196, 0.7777, 5.0265], [1.6306, 1.5239, -5.0232], [-0.6180, -2.9432, -1.7007], [-3.2699, 0.6331, 0.7441], [0.2418, -3.7935, -2.3849], [-4.1015, 3.1980, -0.0081], [-2.8326, -5.2130, 1.2960], [2.0749, -2.8570, -0.1538], [-4.0819, -5.2889, 3.0404], [-5.0366, 2.2342, 0.3668], [6.5119, -0.1739, -1.3356], [3.2870, -0.1938, -0.4089], [1.9087, -1.5822, 2.3798], [-2.7606, 2.8637, -0.0166], [-6.0907, 2.4789, 0.3615], [-3.3730, -4.7040, 2.4691], [-2.9571, -0.3593, 1.0286], [3.0050, 1.1028, 2.1370], [-0.8354, 1.5708, 0.4010], [-0.1956, -1.4698, 6.3929], [-0.1828, 2.6540, -3.8834], [-1.8307, -1.7072, 2.5153], [-0.0651, 3.7206, -4.7476], [1.7454, 2.5897, -5.8844], [-3.1172, -6.1974, 0.9478], [-0.5303, -2.3280, 4.4614], [-0.3515, 1.9997, 1.8302], [5.0077, -0.6623, 0.6198], [-5.3618, 0.2150, 1.0052], [-0.9701, 2.6430, -3.1425], [-2.4744, -1.8479, -1.7807], [1.0129, 1.6401, 6.9640], [0.3036, -0.3419, 4.3187], [-4.6260, 0.9610, 0.7331], [-0.2643, -2.3410, -0.0329], [-3.0577, -2.6484, -4.0301], [1.3732, 5.0537, 2.3367], [0.7941, -3.4391, 2.5763], [0.1984, 4.8285, 0.0471], [3.4973, 0.4863, -2.6737], [2.3735, -1.5770, 3.3647], [1.2301, 3.9911, 2.1685], [0.8882, -0.9646, -3.6338], [-3.4265, -3.0258, 3.8062], [2.1245, 1.7318, 2.0626], [1.6004, -3.0257, 1.9624], [-2.0964, -2.6893, 2.1623], [1.4134, 0.3731, -1.5716], [1.1779, -4.1085, -1.9425], [0.9106, 3.7111, -5.7523], [2.2639, 0.6550, -5.1321], [0.6865, 0.7658, 6.4159], [-1.2763, -3.8291, -4.2470], [-1.9333, -4.4620, 0.5555], [-1.8074, -2.5277, -2.2989], [5.4405, -0.0609, -1.4033], [-0.8161, 0.3074, -2.2902], [-1.7604, 4.3866, -1.2831], [0.6751, 1.5609, -4.0048], [-1.1011, 1.6999, 2.5681], [5.3908, 0.5493, -3.4684], [-0.8881, 4.0221, 2.4889], [0.4899, 0.2206, -2.9347]], "atomic_forces_ev_per_a": [[0.1, 0.0, -0.1], [-1.0, 0.9, -0.5], [0.0, 0.0, 0.0], [0.0, 0.0, 0.0], [0.0, 0.0, 0.0], [-0.1, 0.0, 0.0], [0.0, 0.0, 0.0], [0.0, 0.0, 0.0], [0.0, 0.0, 0.0], [0.0, 0.0, 0.0], [0.0, 0.0, 0.0], [0.0, -0.1, 0.1], [-0.1, 0.0, 0.1], [0.2, 0.1, -0.1], [0.0, 0.0, 0.0], [0.0, 0.0, 0.0], [0.0, -0.3, 0.0], [0.0, 0.0, 0.0], [-0.2, -0.2, 0.1], [0.0, 0.0, 0.0], [0.0, -0.1, 0.0], [0.0, -0.2, 0.1], [0.0, 0.0, 0.0], [0.0, 0.0, 0.0], [0.0, 0.0, 0.0], [0.0, 0.0, 0.0], [-0.7, -0.1, -0.1], [0.0, 0.0, 0.0], [0.0, 0.0, 0.0], [0.1, -0.1, 0.0], [0.0, 0.0, 0.0], [0.0, 0.0, 0.0], [0.0, 0.0, 0.0], [0.0, 0.0, 0.1], [0.8, 0.0, 0.0], [0.0, 0.0, 0.0], [0.0, 0.1, 0.1], [-0.1, 0.0, 0.1], [0.0, 0.0, 0.0], [0.0, 0.1, 0.0], [0.0, 0.0, -0.1], [0.0, 0.0, 0.0], [0.0, 0.0, 0.0], [0.0, 0.0, 0.0], [0.0, 0.0, 0.0], [0.0, 0.0, 0.0], [0.0, 0.0, 0.0], [0.2, -0.1, 0.2], [0.0, 0.0, -0.1], [0.0, 0.1, 0.0], [0.0, 0.0, 0.0], [0.0, 0.0, 0.0], [0.1, -0.2, 0.1], [0.0, 0.0, 0.0], [0.2, 0.1, 0.2], [0.0, 0.0, 0.0], [0.0, 0.0, -0.1], [0.0, 0.1, 0.0], [0.0, 0.0, 0.0], [0.0, 0.0, 0.0], [0.0, 0.0, 0.0], [0.0, 0.0, 0.0], [0.0, 0.1, -0.1], [0.0, 0.0, 0.0], [0.0, 0.0, 0.0], [0.0, 0.0, 0.0], [0.0, 0.0, 0.0], [0.0, 0.0, 0.0], [-0.5, -0.2, 0.0], [0.1, 0.0, 0.0], [0.0, -0.3, 0.0], [0.0, 0.0, 0.0], [0.0, 0.0, 0.0], [0.0, 0.0, 0.0], [0.0, 0.0, 0.0], [0.2, 0.0, -0.1], [0.1, 0.0, 0.0], [-0.1, 0.0, 0.0], [-0.1, 0.0, -0.1], [0.0, 0.0, 0.0], [0.3, 0.2, 0.0], [0.0, 0.0, 0.0], [-0.1, 0.0, -0.1], [0.6, -0.1, -0.1], [0.0, 0.0, 0.0], [0.0, 0.1, -0.1], [0.0, 0.0, 0.0], [0.0, 0.0, 0.0], [0.0, 0.0, 0.0], [0.0, 0.0, 0.0], [0.0, 0.0, 0.0], [0.0, 0.0, 0.0], [0.0, -0.2, 0.3], [0.0, 0.0, 0.0], [-0.1, 0.4, -0.1], [0.0, 0.0, 0.0], [0.0, 0.0, 0.0], [0.0, 0.0, 0.0], [0.4, -0.4, 0.3]], "lowdin_charge": [0.1060, 0.5556, 0.1094, 0.1006, 0.0956, -0.1142, 0.1002, -0.0688, -0.1683, -0.0545, 0.1089, -0.3207, -0.0813, -0.1384, 0.1102, -0.1137, -0.0447, 0.1151, -0.4146, 0.1159, 0.1025, -0.1523, 0.1101, 0.1105, 0.0477, -0.0652, -0.4323, -0.3185, -0.0685, 0.1220, 0.1172, 0.1155, -0.0910, -0.0940, 1.0468, 0.1097, -0.0646, -0.0554, -0.3971, -0.0138, -0.0918, -0.0126, -0.0590, 0.0882, 0.1110, -0.0754, 0.1063, 0.1087, -0.3067, -0.1244, 0.1046, -0.0653, 0.0859, 0.1100, -0.2348, -0.0660, -0.0589, 0.0370, -0.0155, -0.0154, 0.1119, 0.0903, -0.2180, 0.1163, 0.1046, 0.1041, 0.1139, 0.1104, -0.3353, -0.0700, 1.0242, 0.1125, 0.1235, 0.0999, 0.1479, 0.1576, 0.0955, -0.0193, -0.2528, 0.1117, -0.0431, -0.2704, -0.1373, -0.1995, 0.0995, -0.3062, 0.1097, -0.0625, -0.0616, -0.0723, -0.1015, -0.0388, -0.3084, 0.1461, -0.3024, 0.1452, 0.1190, 0.1538, 0.6482]}

=====

- Number 2 is which compound?
  C4H5O2S

=====

- Number 2 is which compound?
  C4H5O2S